C15H11IN3OPtS2 as an isolated structure. Source: the OMol25 dataset; level of theory: ωB97M-V/def2-TZVPD.

Calculated values
- HOMO-LUMO gap: 5.0 eV
- Energy relative to the best compared isomer or geometry (same formula, charge and spin): 21.16 kcal/mol

The geometry in ORCA input format:
```
! RIJCOSX wB97M-V def2-TZVPD def2/J DEFGRID3
* xyz -1 1
Pt 0.20611 -0.28118 -0.54048
C -1.39126 0.86528 3.74355
C -1.38710 0.69219 2.35549
N -0.29778 0.76301 1.62901
C 0.88530 1.01788 2.22475
C 0.96302 1.29124 3.61189
C -0.20909 1.18162 4.36940
C 2.22896 1.63429 4.17464
C 3.34122 1.68530 3.41023
C 3.30753 1.36880 2.01563
C 4.44422 1.41646 1.20883
C 4.32858 1.10890 -0.12967
C 3.10154 0.69259 -0.62270
N 2.00921 0.61340 0.11738
C 2.07494 0.99224 1.42740
H -2.31243 0.75694 4.30029
H -2.30739 0.48151 1.81782
H -0.17582 1.33372 5.44196
H 2.28013 1.86238 5.23331
H 4.29514 1.95906 3.84601
H 5.39850 1.70453 1.63247
H 5.17800 1.18276 -0.79381
H 2.98998 0.40786 -1.66266
C 0.67410 -0.19267 -5.77418
O 0.44229 0.74968 -4.73655
C 0.58975 0.37018 -3.45084
S 1.26881 -1.10198 -3.01546
S 0.05441 1.51973 -2.32623
H 0.63021 0.37560 -6.70240
H -0.09380 -0.96723 -5.76517
H 1.64780 -0.66811 -5.66227
N 0.80086 -2.82911 1.14726
C 0.56960 -1.89742 0.49874
I -2.23569 -1.12430 -1.09901
*
```

Atomic partial charges in e from the Löwdin method, atoms 1 to 6: atom 1 (Pt): 0.36, atom 2 (C): -0.04, atom 3 (C): -0.13, atom 4 (N): 0.04, atom 5 (C): -0.15, atom 6 (C): -0.15

C15H12F5IN2O4TeW as an isolated structure. Source: the OMol25 dataset; level of theory: ωB97M-V/def2-TZVPD.

Calculated values
- HOMO-LUMO gap (alpha / beta): 3.4 / 3.4 eV
- Energy relative to the best compared isomer or geometry (same formula, charge and spin): 163.78 kcal/mol

The geometry in ORCA input format:
```
! RIJCOSX wB97M-V def2-TZVPD def2/J DEFGRID3
* xyz 2 1
W 0.64916 -2.24858 -0.13890
C 1.88686 -0.79978 3.86120
C 1.43046 0.36632 3.06610
N 1.67596 1.58282 3.41590
C 1.27076 2.67522 2.82360
C 0.41366 2.58602 1.73160
C -0.00114 3.87482 1.03710
O -0.08094 3.74932 -0.34520
C 0.04426 1.30272 1.27520
C -0.92104 1.11612 0.21650
N -1.19844 -0.05258 -0.25000
C -2.04904 -0.31628 -1.31060
C -2.84474 0.54422 -2.08420
C -3.25944 0.15762 -3.38370
C -3.00904 -1.06208 -3.95350
C -2.52374 -2.14108 -3.06740
C -1.93724 -1.62298 -1.80380
I -1.50324 -3.32778 1.13140
C 0.64216 0.15292 1.87060
O 0.42536 -1.05398 1.44160
H 2.52146 -0.46018 4.67680
H 2.43896 -1.49938 3.22790
H 1.03246 -1.33738 4.27890
H 1.64806 3.61362 3.20350
H 0.67156 4.67812 1.34850
H -1.01264 4.11642 1.40540
H 0.70196 4.10492 -0.78760
H -1.39824 2.02482 -0.14920
H -3.06854 1.54812 -1.75270
H -3.76364 0.90722 -3.97910
H -3.26574 -1.28178 -4.97930
H -3.32084 -2.89238 -2.95460
F 2.11536 -2.70268 -1.86540
Te 3.83466 -2.38618 -0.54260
F 1.13396 -0.69998 -0.96560
F 5.06516 -1.20478 0.40660
F 3.68276 -0.78518 -1.60630
F 1.31396 -3.92878 0.00570
O 2.60636 -1.95678 0.70690
O -1.25834 -2.88768 -3.19560
C -0.78914 -2.45318 -2.01560
*
```

Atomic partial charges in e from the Löwdin method, atoms 1 to 6: atom 1 (W): 1.68, atom 2 (C): 0.01, atom 3 (C): -0.23, atom 4 (N): 0.15, atom 5 (C): -0.04, atom 6 (C): -0.10

C15H12F5NO10STeTi as an isolated structure. Source: the OMol25 dataset; level of theory: ωB97M-V/def2-TZVPD.

Calculated values
- HOMO-LUMO gap: 7.0 eV
- Energy relative to the best compared isomer or geometry (same formula, charge and spin): 12.42 kcal/mol

The geometry in ORCA input format:
```
! RIJCOSX wB97M-V def2-TZVPD def2/J DEFGRID3
* xyz -2 1
Ti -0.55267 -0.65602 -1.73915
O -2.48900 -3.79626 -2.91501
S -1.76278 -3.53833 -1.68496
O -1.04461 -4.67708 -1.14235
O -2.58210 -2.83558 -0.68844
O -0.61623 -2.47976 -2.09024
O 1.75581 -1.07897 -1.07246
C 2.63574 -0.25507 -1.22004
C 2.47436 1.18759 -1.25850
C 3.61172 1.96018 -1.43491
C 3.53640 3.33777 -1.41145
C 2.29836 3.97784 -1.20215
C 1.17112 3.23851 -1.01556
C 1.19411 1.80177 -1.03328
O 0.13387 1.14972 -0.82711
N 4.72807 4.12182 -1.58411
O 4.63360 5.34301 -1.54193
O 5.79351 3.54446 -1.76397
H 3.68567 -0.60101 -1.30101
H 4.57157 1.48215 -1.58562
H 2.26547 5.05804 -1.19763
H 0.20764 3.70723 -0.86655
C -2.61558 -0.17720 1.27002
C -1.27140 -0.80907 1.32859
O -0.64059 -1.13586 0.34172
C -0.64656 -1.12030 2.65804
C -1.27464 -0.81234 3.85985
C -0.65742 -1.10784 5.06703
C 0.59047 -1.71375 5.07588
C 1.22028 -2.02616 3.87703
C 0.60530 -1.73080 2.67248
H -2.93094 -0.01522 0.24498
H -2.60950 0.76939 1.81639
H -3.33029 -0.84820 1.75230
H -2.24965 -0.34400 3.85289
H -1.15194 -0.86726 5.99996
H 1.07228 -1.94641 6.01800
H 2.19132 -2.50495 3.88302
H 1.06893 -1.97097 1.72403
F -4.17623 1.05432 -3.26758
Te -3.92125 -0.75428 -2.82928
F 0.38517 -0.11167 -3.19120
F -2.84731 -0.70433 -4.44271
F -5.47602 -1.01914 -4.00701
F -4.86957 -0.07848 -1.18748
O -2.11446 -0.01747 -1.94054
*
```

Atomic partial charges in e from the Löwdin method, atoms 1 to 6: atom 1 (Ti): 1.05, atom 2 (O): -0.37, atom 3 (S): 0.30, atom 4 (O): -0.36, atom 5 (O): -0.40, atom 6 (O): -0.45